Formula: C27H38Cl2N4S4Sr
Source: OMol25
Level of theory: wB97M-V/def2-TZVPD

The geometry in XYZ format:
```
76
Properties=species:S:1:pos:R:3:forces:R:3
Sr -1.714235 -0.905574 0.326859 1.1 1.8 -1.7
C -2.761706 -0.019279 4.364864 0.1 0.2 -0.1
C -2.422751 1.429266 4.681099 0.0 0.1 0.0
S -0.935865 2.113184 3.908057 0.1 -0.2 0.0
C 0.401780 1.103975 4.624942 0.0 0.0 0.1
C 1.186213 0.400964 3.517596 -0.1 0.2 0.1
S 0.207549 -0.836213 2.676405 -0.2 -0.6 -0.4
C 0.475759 -2.400123 3.538711 0.1 0.0 0.1
C -0.247682 -3.610637 2.898007 0.0 -0.1 -0.1
S -0.921372 -3.564894 1.197533 -0.4 0.2 0.3
C -2.711822 -3.145678 1.528929 0.0 0.2 0.6
C -3.017975 -2.136184 2.692972 -0.5 -0.3 0.4
S -3.306951 -0.273528 2.648361 0.0 -0.9 -0.1
H -3.563248 -0.366298 5.018047 0.0 0.0 0.0
H -1.872864 -0.630436 4.524210 0.0 -0.1 0.0
H -2.340681 1.529411 5.765171 0.0 0.0 0.0
H -3.219142 2.102441 4.356547 0.0 0.0 0.0
H -0.021931 0.388180 5.331916 0.0 0.0 0.0
H 1.062905 1.764216 5.188709 0.0 0.0 0.0
H 2.137786 -0.010835 3.857089 -0.1 -0.1 0.0
H 1.405274 1.105827 2.711918 0.1 0.0 0.0
H 0.130954 -2.326234 4.573446 0.1 0.0 0.0
H 1.548636 -2.589469 3.563733 0.0 0.0 0.0
H -1.064319 -3.941521 3.536386 0.0 0.0 0.0
H 0.455769 -4.440864 2.857441 0.0 0.0 0.0
H -3.166092 -4.079446 1.849950 -0.1 0.0 -0.1
H -3.211197 -2.890841 0.582970 0.2 -0.2 0.0
H -2.239370 -2.257362 3.438081 0.0 0.0 0.1
H -3.937686 -2.522780 3.130251 0.0 0.0 0.1
Cl 1.449774 -0.661149 -6.467636 0.0 0.0 -0.1
C 0.273717 -0.982544 -5.213666 0.0 0.0 0.0
C 0.327447 -2.167702 -4.492159 0.0 0.0 0.0
C -0.604152 -2.411227 -3.499055 0.0 0.0 0.0
C -1.638012 -1.499304 -3.184576 0.0 0.1 0.1
C -2.554986 -1.731064 -2.096790 -0.1 -0.6 0.2
C -1.664936 -0.319920 -3.962508 0.0 0.0 0.0
C -0.730200 -0.061741 -4.950690 0.0 0.0 0.0
H 1.102298 -2.893390 -4.706253 0.0 0.0 0.0
H -0.528525 -3.332240 -2.930129 0.0 0.0 0.0
H -2.743192 -2.804140 -1.963539 -0.1 0.0 0.0
H -3.495783 -1.183303 -2.176695 0.0 0.0 -0.1
H -2.434847 0.416560 -3.767112 0.0 0.0 0.0
H -0.782543 0.855444 -5.523924 0.0 0.0 0.0
Cl -3.863173 2.769981 1.249208 -0.1 0.0 0.0
C -2.196958 3.220461 0.920635 0.1 0.1 0.0
C -1.658047 4.229597 1.696404 0.0 0.1 -0.1
C -0.334102 4.609701 1.536497 0.0 0.0 0.0
C 0.419699 3.950529 0.568551 0.0 0.0 0.0
C -0.140372 2.960596 -0.212408 0.1 0.0 0.0
C -1.487213 2.530145 -0.089565 0.0 -0.1 0.0
C -2.019341 1.453449 -0.869475 -0.2 0.2 0.4
H -2.286130 4.707978 2.437688 0.0 0.0 0.0
H 0.090747 5.396061 2.145323 0.0 0.0 0.0
H 1.456851 4.223148 0.407345 0.0 0.0 0.0
H 0.466502 2.493669 -0.979495 0.0 0.0 0.0
H -1.483309 1.243548 -1.791388 0.0 0.0 0.0
H -3.101695 1.472640 -0.990986 0.0 0.0 -0.1
C 5.328726 0.599721 -2.417515 0.0 0.0 0.0
C 4.217033 0.468392 -3.453645 0.0 0.0 0.0
C 3.873363 -0.992120 -3.725105 0.0 0.0 0.0
C 2.969874 1.272687 -3.078911 0.0 0.0 0.0
N 2.226393 0.695562 -1.965831 0.0 0.0 0.0
C 1.111140 -0.030894 -2.007614 0.0 -0.1 -0.1
N 0.822536 -0.416956 -0.787002 -0.1 0.1 0.3
N 1.790603 0.105072 0.005039 0.0 0.0 -0.1
N 2.635651 0.767733 -0.691070 0.0 0.0 0.0
H 6.211152 0.047601 -2.744015 0.0 0.0 0.0
H 5.018158 0.200378 -1.451493 0.0 0.0 0.0
H 5.616358 1.642148 -2.269563 0.0 0.0 0.0
H 4.564814 0.923209 -4.386983 0.0 0.0 0.0
H 3.549704 -1.492982 -2.808682 0.0 0.0 0.0
H 4.749953 -1.524160 -4.096143 0.0 0.0 0.0
H 3.079200 -1.089956 -4.466579 0.1 0.0 0.1
H 2.271965 1.296980 -3.916688 0.0 0.0 0.0
H 3.222996 2.298026 -2.810043 0.0 0.0 0.0
H 0.565126 -0.245490 -2.911956 0.0 0.0 0.1
```
Forces are in eV/Å.

For the LUMO energy, the calculation gives -0.3 eV. Its frontier orbital gap is 5.43 eV.

These are the Mulliken partial charges, in e, on atoms 1 to 6: number 1, Sr, carries 1.078; number 2, C, carries -0.060; number 3, C, carries -1.042; number 4, S, carries 0.171; number 5, C, carries -1.039; number 6, C, carries -0.959